H4N2O2Si | ωB97M-V/def2-TZVPD

Results
- structure (SMILES) = [H]/N=[SiH]\[N+](=O)[O-].[H][H]
- calculated total energy (eV) = -15012.3694
- energy relative to the best compared isomer or geometry (same formula, charge and spin) (kcal per mole) = 76.0
- gap between HOMO and LUMO (eV) = 9.0
- E_HOMO (eV) = -10.452

Each line ends with the natural charge from an NBO analysis.
Element x y z (Å)
H: 1.3053 2.3181 -0.1950  0.41
O: -1.9241 -0.7475 -0.2275  -0.37
Si: 0.5001 0.2960 -0.5780  1.64
N: 1.4825 1.5286 -0.8636  -1.34
H: 0.9064 -1.6823 2.0461  0.00
O: -1.9098 1.3264 -0.9426  -0.37
H: 0.4576 -1.1461 -0.3274  -0.17
N: -1.3794 0.2946 -0.5295  0.20
H: 0.5615 -2.1879 1.6175  0.01

Force components x, y, z for each atom (eV/Å):
H 0.152 -0.403 -1.373
O -0.231 0.180 0.062
Si -0.096 0.344 0.086
N -0.617 -0.447 1.737
H -0.078 -0.183 -0.044
O -0.214 -0.876 0.495
H 0.891 -0.132 -0.554
N 0.111 1.395 -0.617
H 0.083 0.123 0.208